Record 1
{
  "formula": "CH10N2O4",
  "method": "ωB97M-V with the def2-TZVPD basis set",
  "e_lumo_ev": [3.346, 3.255],
  "energy_ha": -454.56219,
  "fmax_ev_per_a": 2.7,
  "s_squared": 0.750,
  "total_charge": -1,
  "mol_weight_g_mol": 114.1,
  "multiplicity": 2,
  "relative_energy_ev": 0.788,
  "elements": ["N", "C", "N", "O", "H", "H", "H", "H", "H", "H", "O", "H", "H", "O", "H", "H", "O"],
  "coordinates": [[-2.0372, -0.9582, 1.7767], [-1.8280, -1.1841, 0.4236], [-0.9629, -0.2887, -0.1484], [-2.3782, -2.0850, -0.1949], [-2.2222, -0.0101, 2.0451], [-2.5808, -1.6693, 2.2485], [-1.0757, -0.3328, -1.1359], [-0.3882, 0.2096, 0.5160], [5.0467, 2.3785, 0.6883], [3.5447, 2.4931, 0.9877], [4.3458, 3.0219, 0.8319], [-4.1054, 0.0867, -2.4391], [-2.7283, 0.1611, -1.9053], [-3.5493, 0.6599, -1.8989], [3.7821, -1.4496, -1.1020], [3.3064, -0.1058, -0.3985], [3.8304, -0.9270, -0.2949]],
  "lowdin_spin": [0.03, 0.09, 0.07, 0.01, 0.02, 0.01, 0.05, 0.09, 0.03, 0.08, 0.15, 0.01, 0.01, 0.03, 0.04, 0.10, 0.21]
}

Record 2
{
  "formula": "CH10N2O4",
  "method": "ωB97M-V with the def2-TZVPD basis set",
  "e_lumo_ev": -5.345,
  "energy_ha": -454.26158,
  "fmax_ev_per_a": 9.8,
  "mol_weight_g_mol": 114.1,
  "relative_energy_ev": 9.999,
  "elements": ["N", "C", "N", "O", "H", "H", "H", "H", "H", "H", "O", "H", "H", "O", "H", "H", "O"],
  "coordinates": [[-0.1652, -1.0342, 0.2849], [0.8168, -0.1789, -0.2645], [2.0824, -0.9260, -0.0828], [0.7590, 0.1773, -1.5812], [-0.3538, -0.8228, 1.2156], [-0.9995, -1.1047, -0.3185], [2.8339, -0.7569, -0.5858], [2.2016, -1.4867, 0.7020], [-1.7036, -0.8186, -3.0151], [-0.6837, 1.4136, 1.0860], [-0.4185, 0.6220, 2.4141], [-0.3266, -0.0495, -1.9548], [0.8112, 0.6493, 0.3455], [-1.4865, -0.4091, -2.1760], [-0.4071, 1.0173, 3.2934], [-1.9499, 1.8590, 0.3992], [-1.0103, 1.8489, 0.2382]],
  "lowdin_charge": [0.26, -0.47, 0.19, 0.08, 0.04, 0.11, 0.04, 0.08, 0.01, -0.05, -0.23, 0.00, 0.16, -0.15, -0.01, 0.03, -0.11]
}

Record 3
{
  "formula": "CH10N2O4",
  "method": "ωB97M-V with the def2-TZVPD basis set",
  "e_lumo_ev": 0.283,
  "energy_ha": -454.60169,
  "fmax_ev_per_a": 1.3,
  "smiles": "NC(N)=O.O.O.O",
  "mol_weight_g_mol": 114.1,
  "relative_energy_ev": 0.744,
  "elements": ["N", "C", "N", "O", "H", "H", "H", "H", "O", "H", "H", "O", "H", "H", "O", "H", "H"],
  "coordinates": [[0.1028, 2.0186, 2.8704], [0.0450, 0.7623, 2.2823], [-1.0415, 0.5020, 1.5080], [0.8717, -0.0956, 2.5265], [-0.4223, 2.7241, 2.3925], [1.0655, 2.2095, 3.1090], [-1.0711, -0.4194, 1.1225], [-1.4993, 1.2206, 0.9779], [-1.6035, -0.4700, -3.2593], [-2.4885, -0.5778, -3.6015], [-1.2025, -1.2724, -2.9294], [2.4520, -2.5808, 3.4302], [2.0556, -2.3140, 2.5875], [2.2547, -1.7860, 3.9507], [0.4827, -0.1980, -5.5773], [0.2423, 0.2399, -6.4056], [-0.2435, 0.0369, -4.9845]],
  "lowdin_charge": [0.15, -0.67, 0.16, 0.03, 0.08, 0.10, 0.10, 0.10, -0.04, 0.04, 0.04, -0.08, 0.01, 0.02, -0.07, 0.03, 0.00]
}